1.
DFT (the ωB97M-V functional and the def2-TZVPD basis) results for a structure of composition C18H45F2N4O14S3Sn at a distorted geometry.

Calculated total energy ... -3593.5567 a.u.
Lowest unoccupied orbital energy ... 0.032 hartree
Charge ... -1

Structure (XYZ):
```
87
Properties=species:S:1:pos:R:3:mulliken_charge:R:1
Sn 0.1265 -1.3241 -1.0353 1.68
S 2.2639 0.0934 1.5004 1.20
O 3.0467 1.1632 2.0887 -0.63
O 0.8756 0.3282 1.8369 -1.01
O 2.3984 -0.0025 0.0894 -0.77
O 2.6990 -1.1460 2.2040 -1.00
N -1.4603 -2.1586 -3.3895 -0.03
S -1.2176 -2.3040 -4.9246 0.82
O -1.4091 -1.1079 -5.7838 -0.64
O -1.3320 -3.5929 -5.5761 -0.62
F 0.3697 -2.3523 -4.8019 -0.27
S -3.0895 -2.2737 -3.6431 0.86
O -3.6564 -3.6247 -3.9021 -0.60
O -3.7704 -1.1299 -4.2098 -0.54
F -3.4174 -2.2694 -2.0434 -0.28
C -2.9179 -3.6224 1.4814 -1.03
O -1.7061 -2.8879 1.1668 0.15
C -0.7015 -2.7420 2.2830 -0.04
C 0.3448 -3.7869 2.0845 -0.98
N 1.3038 -3.2574 1.1461 0.36
C 2.2253 -4.2389 0.6610 -0.85
C 1.5458 -4.9231 -0.5671 -0.56
O 1.6011 -3.9935 -1.6964 -0.06
C 2.5467 -4.1555 -2.7000 -0.75
H -3.5298 -3.7547 0.5890 0.22
H -3.4929 -3.0478 2.2075 0.34
H -2.7683 -4.5802 1.9798 0.32
H -1.1541 -2.8920 3.2632 0.47
H -0.3124 -1.7239 2.2650 -0.03
H -0.0394 -4.7157 1.6628 0.39
H 0.7809 -3.9938 3.0618 0.36
H 1.8698 -2.6851 1.7562 0.05
H 2.7163 -4.9838 1.2872 0.40
H 3.0981 -3.6299 0.4251 0.38
H 0.4811 -5.0525 -0.3729 0.18
H 1.9794 -5.9057 -0.7534 0.44
H 2.1408 -3.9808 -3.6964 0.16
H 2.8317 -5.2073 -2.6753 0.34
H 3.4528 -3.5622 -2.5768 0.26
C -2.7101 0.1308 0.6852 -0.58
O -1.6843 0.9057 0.1793 0.43
C -2.3004 1.9307 -0.6688 -0.31
C -2.5542 1.4083 -2.1245 -1.39
N -1.3564 0.8824 -2.8706 -0.08
C -0.2304 1.8595 -3.0767 -0.47
C 0.7797 1.2100 -4.0513 -0.94
O 1.5496 0.1724 -3.3275 0.03
C 2.6657 -0.2460 -4.0887 -1.04
H -3.3996 0.7210 1.2887 0.29
H -2.1290 -0.5806 1.2720 -0.12
H -3.2509 -0.2374 -0.1866 0.25
H -1.5539 2.7250 -0.6627 -0.06
H -3.2154 2.3287 -0.2302 0.59
H -2.8374 2.1306 -2.8901 0.49
H -3.3242 0.6371 -2.1418 0.37
H -1.6295 0.3326 -3.6726 0.14
H 0.3009 2.1112 -2.1588 0.13
H -0.5082 2.8774 -3.3502 0.53
H 1.4169 1.9361 -4.5562 0.47
H 0.2325 0.6857 -4.8348 0.38
H 2.5399 -0.4123 -5.1586 0.38
H 3.3097 -1.0182 -3.6679 0.24
H 3.4382 0.5104 -4.2273 0.39
C -0.7180 4.0966 6.2015 -0.85
O -0.3444 3.8978 4.9327 -0.10
C -1.2281 2.9571 4.2881 -0.85
C -1.1206 3.1205 2.7562 -0.11
N 0.2566 2.7732 2.3720 0.41
C 0.7866 3.5566 1.1767 -0.24
C 1.2633 4.9378 1.7420 -0.88
O 2.2711 4.8454 2.7063 -0.30
C 3.5772 4.4801 2.0992 -0.72
H -0.0733 4.9290 6.4836 0.21
H -0.5620 3.2558 6.8773 0.28
H -1.7919 4.2791 6.2410 0.35
H -2.3095 3.0724 4.3619 0.42
H -0.9220 1.9304 4.4885 0.25
H -1.4199 4.1512 2.5660 0.45
H -1.8655 2.5225 2.2313 -0.23
H 0.4465 1.8350 2.0499 0.23
H 0.1077 3.7557 0.3475 -0.27
H 1.6702 3.0368 0.8065 0.42
H 0.4090 5.4168 2.2205 0.30
H 1.4978 5.6543 0.9547 0.52
H 3.8000 5.2089 1.3199 0.35
H 3.6973 3.4425 1.7876 0.24
H 4.2993 4.8680 2.8177 0.27
```


2.
DFT (the ωB97M-V functional and the def2-TZVPD basis) results for a cluster of 3 separate species, C18H45N2O3 in total.

Calculated total energy ... -1047.7107 a.u.
Lowest unoccupied orbital energy ... -0.084 hartree
Charge ... +1

Structure (XYZ):
```
68
Properties=species:S:1:pos:R:3:nbo_charge:R:1
C -0.1225 -0.0770 -0.1064 -0.60
C -0.4660 -1.5264 0.2149 -0.38
C -1.0895 -2.2113 -0.9819 -0.41
C -1.4642 -3.6777 -0.7511 -0.44
C -0.3346 -4.5634 -0.2648 -0.23
N 0.9582 -4.3835 -0.9893 -0.08
C 0.9798 -5.0212 -2.3632 -0.25
C 1.3359 -4.0510 -3.5030 -0.43
C 0.4375 -4.2179 -4.7215 -0.21
N -0.9900 -4.0649 -4.3753 -0.84
O 1.9584 -5.0325 -0.2310 -0.35
C 2.6717 -4.1425 0.6711 -0.09
C 2.7422 -4.7952 2.0345 -0.62
H -1.0279 0.4914 -0.2757 0.23
H 0.5171 -0.0315 -0.9800 0.20
H 0.4264 0.3655 0.7150 0.22
H -1.1048 -1.5629 1.0921 0.22
H 0.4728 -2.0226 0.4747 0.15
H -1.9851 -1.6834 -1.2860 0.24
H -0.3915 -2.1441 -1.8196 0.17
H -2.2132 -3.6994 0.0342 0.24
H -1.9509 -4.0967 -1.6204 0.23
H -0.6066 -5.5983 -0.4205 0.24
H -0.1700 -4.4532 0.7964 0.23
H 1.1991 -3.3981 -1.1270 0.43
H 0.0369 -5.5116 -2.5634 0.25
H 1.7540 -5.7676 -2.3112 0.26
H 2.3535 -4.2447 -3.8205 0.24
H 1.3026 -3.0018 -3.2040 0.20
H 0.7535 -3.4788 -5.4467 0.20
H 0.5983 -5.2171 -5.1149 0.20
H -1.0480 -3.4066 -3.6054 0.34
H -1.4602 -3.5852 -5.1373 0.38
H 2.1569 -3.1945 0.7770 0.18
H 3.6662 -4.0161 0.2622 0.20
H 1.7580 -4.7461 2.4832 0.21
H 3.4112 -4.1990 2.6451 0.24
H 3.0673 -5.8229 1.9630 0.24
C -1.2607 5.3432 -0.6508 -0.65
C -0.1912 4.2944 -0.4010 -0.07
O -0.1841 3.2436 -1.3560 -0.55
C 0.0418 3.6238 -2.7024 -0.06
C 1.3726 4.3173 -2.9375 -0.65
H -2.2492 4.8821 -0.6730 0.21
H -1.2428 6.0927 0.1405 0.22
H -1.1153 5.8603 -1.5999 0.21
H -0.3775 3.8165 0.5614 0.19
H 0.7989 4.7566 -0.3328 0.16
H -0.7850 4.2412 -3.0694 0.16
H 0.0129 2.6938 -3.2723 0.18
H 1.4444 5.2613 -2.3972 0.21
H 1.4994 4.5328 -3.9986 0.22
H 2.1977 3.6827 -2.6102 0.21
C -1.2678 2.5386 4.0690 -0.64
C -0.2078 3.5071 4.5689 -0.06
O -0.2091 4.7558 3.9057 -0.54
C -1.4017 5.5165 4.0054 -0.06
C -1.7872 5.8777 5.4293 -0.65
H -1.1531 2.3685 2.9964 0.20
H -1.1758 1.5832 4.5873 0.21
H -2.2781 2.9112 4.2403 0.21
H 0.7813 3.0862 4.3852 0.18
H -0.2931 3.6459 5.6520 0.16
H -2.2252 5.0003 3.4981 0.16
H -1.2157 6.4311 3.4424 0.19
H -1.9985 4.9958 6.0352 0.20
H -2.6818 6.5006 5.4276 0.22
H -0.9805 6.4290 5.9135 0.22
```


3.
DFT (the ωB97M-V functional and the def2-TZVPD basis) results for a structure of composition C18H45N3O6Rb at a distorted geometry.

Calculated total energy ... -1351.8720 a.u.
2S+1 ... 2
Relative energy (zero: lowest compared OMol25 entry of this formula, charge and spin) ... 0.0 kcal per mole
Lowest unoccupied orbital energy (spin up / spin down) ... -0.187 / -0.392 hartree
Charge ... +2

Structure (XYZ):
```
73
Properties=species:S:1:pos:R:3:lowdin_spin:R:1
Rb 3.0182 7.4206 19.6561 0.01
C 1.4755 12.5730 22.7059 0.00
O 2.5971 11.7927 22.4742 0.00
C 3.3544 11.8974 21.2857 0.01
C 4.6151 11.0540 21.4812 0.08
N 4.2533 9.6309 21.7044 0.68
C 5.3917 8.7276 21.9145 0.07
C 6.4072 8.5410 20.8014 0.01
O 5.8805 7.9345 19.6138 0.01
C 6.7640 8.1170 18.5174 0.00
H 0.6113 12.4757 22.0488 0.00
H 1.9080 13.5691 22.8004 0.00
H 1.0399 12.2984 23.6666 0.00
H 3.6648 12.9036 21.0044 0.00
H 2.8052 11.3948 20.4896 0.00
H 5.1594 11.3704 22.3710 0.04
H 5.3296 11.1845 20.6684 0.01
H 3.5406 9.6344 22.4200 0.02
H 5.0147 7.7270 22.1259 0.00
H 5.9976 9.0068 22.7765 0.04
H 7.2888 7.9193 20.9573 0.00
H 6.8116 9.5524 20.7620 0.00
H 7.0314 9.1737 18.5083 0.00
H 6.2199 7.9067 17.5966 0.00
H 7.6936 7.5616 18.6411 0.00
C -1.2668 3.8012 19.0759 0.00
O -0.9835 4.7947 18.1614 0.00
C -0.4678 6.0004 18.8008 0.00
C -0.3761 7.0819 17.7385 0.00
N 1.0385 7.1194 17.3306 0.00
C 1.2780 8.1394 16.3144 0.00
C 2.7908 8.5082 16.1647 0.00
O 3.4052 9.1137 17.2876 0.00
C 2.9328 10.4594 17.5962 0.00
H -1.6490 2.8435 18.7227 0.00
H -1.9928 4.1301 19.8195 0.00
H -0.3389 3.4836 19.5517 0.00
H 0.4615 5.7779 19.3253 0.00
H -1.1589 6.3346 19.5746 0.00
H -0.6234 8.0024 18.2674 0.00
H -1.0147 7.0079 16.8583 0.00
H 1.2655 6.2012 16.9762 0.00
H 0.6262 9.0108 16.3776 0.00
H 1.0574 7.6005 15.3929 0.00
H 3.0730 9.1478 15.3285 0.00
H 3.2627 7.5522 15.9379 0.00
H 3.5443 10.9742 18.3373 0.00
H 1.9618 10.3377 18.0761 0.00
H 2.8137 11.1487 16.7602 0.00
C -0.1028 9.7847 20.1844 0.00
O 0.5312 8.5588 20.5811 0.00
C 0.3380 8.2175 21.9686 0.00
C 0.7365 6.7194 22.2815 0.00
N 2.1872 6.5763 22.3933 0.00
C 2.6171 5.1933 22.5832 0.00
C 4.1943 4.9967 22.4556 0.00
O 4.6558 5.3008 21.1490 0.00
C 6.0241 5.1551 20.8903 0.00
H -1.1093 9.6806 20.5897 0.00
H -0.1419 9.9117 19.1026 0.00
H 0.2878 10.6820 20.6644 0.00
H -0.6652 8.3282 22.3802 0.00
H 0.9953 8.8959 22.5125 0.00
H 0.3065 6.0430 21.5427 0.00
H 0.3177 6.4496 23.2509 0.00
H 2.4451 7.1362 23.1934 0.00
H 2.1384 4.5791 21.8206 0.00
H 2.3066 4.7251 23.5173 0.00
H 4.4897 3.9500 22.5291 0.00
H 4.8133 5.5840 23.1339 0.00
H 6.3520 4.1388 21.1087 0.00
H 6.6759 5.8036 21.4757 0.00
H 6.2105 5.4066 19.8462 0.00
```